[1]
# C27H24BCl2F4N10O2Pd

A structure of composition C27H24BCl2F4N10O2Pd (wB97M-V/def2-TZVPD, the OMol25 dataset).

Results
E_LUMO	1.8	eV
frontier orbital gap	0.2684	Ha
energy	-3214.252406	a.u.
2S+1	1
charge	-1
molecular weight	784.69	Da

XYZ file:
```
71
Properties=species:S:1:pos:R:3:forces:R:3
Pd 0.112 -6.240 16.932 -0.1 -0.1 0.4
C 2.090 -6.980 22.194 -0.4 0.4 -0.4
N 1.086 -6.861 21.126 0.2 -0.2 0.7
C 1.318 -6.735 19.818 0.0 0.5 0.3
N 0.158 -6.727 19.178 0.7 0.4 -0.9
C -0.743 -6.879 20.164 -0.9 0.4 0.0
N -0.276 -6.955 21.384 1.4 -0.1 -0.7
C 2.064 -5.799 23.155 -0.1 -0.2 -1.5
C 2.905 -5.817 24.248 0.0 0.2 0.2
C 2.921 -4.733 25.085 -0.5 1.0 0.3
C 2.080 -3.618 24.924 0.1 -1.4 -0.4
C 1.237 -3.615 23.825 0.0 -0.2 -0.8
C 1.276 -4.690 22.888 0.5 0.5 1.6
C 0.379 -2.460 23.531 -0.7 -0.1 -0.2
N 0.285 -1.286 24.045 0.6 0.5 0.0
N -0.563 -0.537 23.202 0.6 0.4 2.1
C -0.995 -1.348 22.340 0.4 -1.1 -0.2
O -0.476 -2.593 22.478 0.1 -0.1 -0.4
C -1.737 -1.011 21.173 0.0 -1.3 -1.2
C -2.383 0.208 21.110 -0.6 0.5 0.6
C -2.902 0.583 19.895 -0.4 0.0 -1.1
C -2.737 -0.222 18.760 0.4 -0.3 1.1
C -2.095 -1.453 18.842 -0.2 -0.4 -0.1
C -1.813 -2.258 17.588 -0.2 -0.3 0.0
N -0.385 -2.174 17.301 -0.5 0.9 -0.7
C 0.604 -2.831 17.883 1.3 -0.2 -0.2
N 1.785 -2.297 17.583 -0.5 -0.5 -0.5
C 1.430 -1.315 16.724 -0.3 0.9 0.7
N 0.120 -1.139 16.574 0.5 -0.5 -0.1
C -1.619 -1.888 20.068 0.1 1.2 0.5
H 3.052 -7.212 21.719 -0.2 0.6 0.0
H 1.890 -7.874 22.750 -0.4 -0.6 0.3
H 2.304 -6.613 19.373 -0.5 -0.1 0.2
H -1.784 -6.831 19.925 -0.5 -0.3 0.2
H 3.561 -6.654 24.436 0.0 -0.1 0.0
H 3.594 -4.726 25.903 0.5 0.0 0.8
H 2.054 -2.851 25.670 0.0 0.5 0.1
H 0.718 -4.665 21.984 -0.5 0.1 -0.3
H -2.510 0.840 22.020 0.3 -0.7 -0.9
H -3.463 1.503 19.772 0.1 0.1 0.2
H -3.043 0.102 17.800 -0.5 0.4 -0.7
H -2.403 -1.875 16.758 0.4 0.0 -0.2
H -2.068 -3.334 17.637 0.1 0.5 0.4
H 0.499 -3.777 18.364 -0.3 -0.3 0.6
H 2.166 -0.630 16.309 -0.3 -0.2 -0.1
H -1.022 -2.798 20.148 -0.3 0.2 0.1
Cl -1.118 -10.708 16.245 0.4 -0.7 -0.5
C -1.712 -9.424 17.232 -0.6 -0.9 1.6
Cl -3.495 -9.650 17.558 0.5 0.1 0.1
H -1.656 -8.540 16.677 0.3 1.4 -0.6
H -1.158 -9.427 18.192 -0.5 0.2 -0.7
N -3.941 -4.181 13.283 -1.0 1.1 -0.2
C -2.929 -3.784 14.078 -0.2 0.1 0.7
O -2.965 -2.693 14.635 0.4 -0.2 -0.2
C -1.897 -4.823 14.303 0.2 0.8 0.6
C -0.622 -4.443 14.675 0.3 -1.0 -0.4
C 0.350 -5.450 14.866 0.1 0.6 0.7
C -0.055 -6.788 14.909 -0.5 -0.9 -0.3
N -1.380 -7.122 14.721 0.4 -0.2 -0.3
C -2.229 -6.180 14.378 0.0 -0.8 0.5
H -4.669 -3.475 13.126 0.5 -0.8 -0.1
H -3.847 -4.991 12.719 -0.2 -0.4 -0.5
H -0.332 -3.414 14.693 0.0 0.6 0.1
H 1.396 -5.208 14.934 0.3 0.2 -0.1
H 0.648 -7.634 14.828 -0.3 0.5 0.2
H -3.253 -6.548 14.290 0.1 0.4 -0.2
F 3.055 -8.570 20.101 -0.1 0.2 -0.3
B 2.849 -9.031 18.752 0.7 -1.3 0.4
F 3.068 -8.001 17.818 0.4 -0.1 0.3
F 1.541 -9.483 18.588 -0.4 0.0 0.2
F 3.747 -10.129 18.657 -0.3 0.6 -0.6
```
Positions in Å, forces in eV/Å.

Results of the Löwdin charge analysis, in e, for atoms 1 through 5: 0.49, -0.06, -0.11, -0.14, 0.01

[2]
# C41H33ClN2O4PV

A structure of composition C41H33ClN2O4PV (wB97M-V/def2-TZVPD, the OMol25 dataset).

Results
E_LUMO (alpha / beta)	0.1 / 0.0	eV
frontier orbital gap (alpha / beta)	0.2768 / 0.2949	Ha
energy	-3738.343198	a.u.
2S+1	3
charge	0
energy relative to the best compared isomer or geometry (same formula, charge and spin)	116.9	kJ/mol
molecular weight	735.10	Da

XYZ file:
```
83
Properties=species:S:1:pos:R:3:forces:R:3
V 0.160 -0.149 0.342 0.3 -1.1 -0.2
O 0.155 0.102 2.155 0.1 0.6 1.8
C 0.800 0.971 2.904 -0.2 -0.2 -0.5
C 0.797 0.835 4.298 0.0 -0.1 0.1
C 1.476 1.730 5.086 0.1 0.2 0.0
C 2.188 2.807 4.527 -0.1 -0.2 0.2
C 2.184 2.960 3.168 0.1 0.1 -0.1
C 1.486 2.068 2.335 0.1 0.0 -0.3
C 1.499 2.330 0.917 -0.1 0.1 0.1
N 0.893 1.650 0.011 0.4 1.0 -0.7
C 0.945 2.072 -1.406 0.2 -0.4 0.2
C 1.080 0.793 -2.249 -0.4 0.0 0.3
N 0.024 -0.064 -1.704 0.0 0.4 -1.0
C -0.979 -0.442 -2.404 -0.1 0.0 0.3
C -2.225 -0.882 -1.792 0.2 0.1 -0.2
C -3.169 -1.629 -2.520 0.2 0.0 -0.1
C -4.445 -1.805 -2.052 -0.1 0.1 0.2
C -4.824 -1.139 -0.872 0.0 0.0 -0.1
C -3.932 -0.377 -0.156 0.0 -0.2 0.1
C -2.579 -0.293 -0.546 0.3 0.4 0.0
O -1.721 0.368 0.194 -0.7 -0.4 -0.3
H 0.272 -0.011 4.722 0.0 0.0 0.0
H 1.463 1.603 6.162 0.0 0.0 0.0
H 2.726 3.500 5.160 0.0 0.0 0.0
H 2.731 3.778 2.711 0.0 0.0 0.0
H 2.065 3.206 0.601 0.0 0.1 0.0
H 1.758 2.772 -1.595 0.1 0.1 0.1
H -0.001 2.550 -1.657 -0.1 0.1 0.0
H 2.049 0.338 -2.060 0.0 -0.2 0.0
H 0.961 0.980 -3.316 -0.1 0.1 -0.1
H -0.947 -0.329 -3.488 0.0 0.0 -0.1
H -2.866 -2.074 -3.465 0.0 0.1 0.0
H -5.157 -2.410 -2.598 0.0 0.0 0.0
H -5.847 -1.221 -0.521 0.0 0.0 0.0
H -4.222 0.140 0.750 0.0 -0.1 0.0
Cl -1.600 -2.391 1.566 -0.1 -0.1 0.1
C -1.521 -3.693 0.410 0.1 0.2 0.0
C -2.552 -4.614 0.384 -0.1 -0.1 0.0
C -2.458 -5.697 -0.474 0.0 0.0 0.0
C -1.333 -5.853 -1.273 0.0 0.0 0.0
C -0.321 -4.904 -1.241 0.0 0.0 0.0
C -0.406 -3.780 -0.420 0.0 0.1 0.0
P 0.903 -2.465 -0.251 0.0 -1.6 -0.3
C 1.781 -2.611 -1.862 0.0 0.1 0.1
C 1.071 -2.804 -3.048 0.0 0.1 0.0
C 1.710 -2.768 -4.280 0.0 0.0 0.0
C 3.078 -2.536 -4.349 0.0 0.0 0.0
C 3.800 -2.355 -3.177 0.0 0.0 0.0
C 3.157 -2.391 -1.946 0.0 0.0 0.0
C 1.941 -3.364 0.962 0.1 0.2 0.0
C 2.821 -4.378 0.583 0.0 -0.1 0.0
C 3.565 -5.057 1.540 -0.1 0.1 -0.1
C 3.427 -4.736 2.886 0.0 0.0 0.0
C 2.545 -3.738 3.268 0.0 0.0 0.0
C 1.809 -3.049 2.312 0.0 0.0 0.0
H -3.407 -4.486 1.036 0.1 0.0 0.0
H -3.259 -6.427 -0.506 0.0 0.0 0.0
H -1.242 -6.717 -1.922 0.0 0.1 0.0
H 0.551 -5.042 -1.867 0.0 0.0 0.0
H 0.004 -2.982 -3.014 0.0 0.0 0.0
H 1.138 -2.927 -5.186 0.0 0.0 0.0
H 3.578 -2.502 -5.310 0.0 0.0 0.0
H 4.869 -2.177 -3.213 -0.1 0.0 0.0
H 3.732 -2.237 -1.045 0.0 0.0 0.0
H 2.927 -4.650 -0.460 0.0 0.0 0.0
H 4.251 -5.837 1.232 0.0 0.0 0.0
H 4.011 -5.262 3.631 0.0 0.0 0.0
H 2.442 -3.474 4.314 0.0 0.0 -0.1
H 1.159 -2.240 2.617 0.0 0.0 0.0
O 3.279 -0.609 2.317 -0.1 0.1 0.2
C 3.344 -0.438 1.113 -0.2 -0.2 -0.4
O 2.361 -0.551 0.259 0.1 0.5 0.4
C 4.692 -0.135 0.491 -0.1 0.0 -0.1
C 5.838 -0.558 1.155 0.1 0.0 0.0
C 7.092 -0.337 0.602 0.0 0.0 0.0
C 7.211 0.326 -0.614 -0.1 0.0 0.0
C 6.071 0.775 -1.272 0.0 -0.1 0.1
C 4.816 0.537 -0.722 0.1 0.0 0.0
H 5.723 -1.062 2.107 0.0 0.0 0.0
H 7.981 -0.682 1.119 0.0 0.0 0.0
H 8.190 0.493 -1.049 0.0 0.0 0.0
H 6.160 1.300 -2.217 0.0 0.0 0.1
H 3.921 0.875 -1.229 0.0 0.0 0.0
```
Positions in Å, forces in eV/Å.

Results of the Löwdin charge analysis, in e, for atoms 1 through 5: 0.80, -0.20, -0.31, 0.00, -0.06

[3]
# C17H41INO30P2S7

A cluster of 8 separate species, C17H41INO30P2S7 in total (wB97M-V/def2-TZVPD, the OMol25 dataset).

Results
E_LUMO	1.6	eV
frontier orbital gap	0.1826	Ha
energy	-6751.764686	a.u.
2S+1	1
charge	-1
molecular weight	1152.81	Da

XYZ file:
```
99
Properties=species:S:1:pos:R:3:forces:R:3
C 1.313 -0.814 1.004 0.4 1.1 0.6
C 0.349 0.316 0.511 0.1 -2.2 0.0
I 0.479 1.896 1.992 -0.2 0.2 -0.2
C -1.045 -0.308 0.335 0.6 0.2 -0.1
P -2.543 0.892 0.306 -0.3 0.6 -1.2
P -3.955 -0.817 0.916 1.1 -0.2 1.1
N -3.471 -1.602 2.197 -0.2 0.1 -0.2
O -5.441 -0.128 1.276 0.0 -0.2 -0.6
O -4.195 -1.816 -0.370 1.1 2.6 -0.5
H 1.806 -1.303 0.154 -0.3 -0.1 0.1
H 2.084 -0.346 1.632 0.2 -0.3 -0.3
H 0.800 -1.523 1.660 0.0 0.0 -0.3
H 0.784 0.665 -0.428 -0.6 0.6 0.9
H -1.154 -1.125 1.058 -0.3 0.4 0.1
H -1.034 -0.784 -0.659 -0.1 0.2 0.1
H -2.757 0.568 -1.117 -0.1 -0.1 0.0
H -3.752 1.762 0.216 -0.1 0.1 0.2
H -2.438 1.183 1.730 0.1 -0.2 0.1
H -1.725 2.039 -0.080 0.2 0.0 0.1
H -4.182 -1.488 2.915 0.1 -0.4 0.0
H -5.223 0.683 1.760 0.0 0.0 -0.3
H -4.895 -1.406 -0.901 0.3 -0.2 -0.2
C 2.145 -0.117 -4.943 -0.2 -0.1 -0.5
C 2.252 1.381 -5.122 0.5 0.1 0.2
O 1.305 1.922 -4.194 -0.2 -0.4 -0.1
S 1.216 0.968 -2.900 0.1 0.1 -0.6
O 2.060 1.507 -1.894 0.1 0.0 0.0
O -0.138 0.643 -2.677 -0.1 0.1 0.1
O 1.959 -0.308 -3.537 0.3 0.3 0.1
H 1.271 -0.516 -5.461 0.0 0.0 0.0
H 3.034 -0.642 -5.280 0.0 -0.1 0.2
H 2.021 1.699 -6.135 -0.2 0.1 0.1
H 3.245 1.745 -4.846 0.0 0.0 0.0
C -8.028 -5.196 1.368 0.0 0.2 0.4
C -8.918 -4.300 0.530 -0.1 -0.3 -0.3
O -8.043 -3.310 -0.005 0.0 -1.6 1.3
S -6.591 -3.950 -0.245 -0.3 0.0 0.4
O -6.483 -4.335 -1.609 0.1 -0.1 0.0
O -5.642 -3.122 0.385 -1.9 -1.8 0.7
O -6.811 -5.296 0.633 -0.3 -0.1 -0.4
H -7.807 -4.740 2.337 -0.1 0.0 0.0
H -8.459 -6.183 1.523 0.2 -0.1 -0.1
H -9.709 -3.831 1.111 0.1 0.2 0.0
H -9.359 -4.853 -0.305 -0.1 0.0 0.1
C 5.444 2.119 5.765 0.5 0.2 -0.3
C 4.475 3.280 5.737 -0.2 0.0 0.5
O 3.602 2.985 4.642 0.3 -0.2 -0.2
S 3.417 1.396 4.506 0.1 0.4 0.2
O 2.220 1.017 5.156 0.0 -0.3 0.0
O 3.720 1.027 3.171 0.0 -0.1 0.0
O 4.653 0.969 5.443 -0.2 0.1 0.2
H 6.215 2.228 4.998 0.0 0.1 0.0
H 5.916 1.992 6.736 -0.1 -0.2 0.0
H 4.970 4.236 5.585 -0.1 0.0 -0.3
H 3.877 3.323 6.651 0.0 0.0 0.0
C 7.907 -0.296 1.247 0.3 -0.4 -0.1
C 7.687 -0.684 2.692 -0.6 0.1 0.1
O 8.648 0.096 3.422 0.3 0.0 -0.3
S 8.867 1.500 2.679 -0.3 -0.4 -0.2
O 8.051 2.473 3.308 0.1 0.3 0.1
O 10.256 1.692 2.478 0.1 0.1 0.2
O 8.182 1.109 1.286 -0.1 0.0 0.3
H 8.777 -0.803 0.824 0.0 0.0 0.0
H 7.036 -0.494 0.627 0.0 0.3 0.0
H 7.843 -1.744 2.870 0.2 0.1 0.1
H 6.688 -0.401 3.033 0.0 0.0 -0.1
C 3.116 -4.384 -4.032 -0.2 0.4 0.3
C 1.886 -4.827 -4.791 0.0 -0.5 0.1
O 1.954 -4.106 -6.030 0.2 0.4 0.1
S 3.484 -3.900 -6.449 -0.3 -0.2 0.5
O 3.841 -4.903 -7.384 0.2 0.2 -0.2
O 3.693 -2.519 -6.704 0.0 0.0 -0.3
O 4.140 -4.267 -5.035 -0.2 -0.2 -0.2
H 2.971 -3.403 -3.575 0.0 0.0 0.0
H 3.414 -5.097 -3.268 0.2 0.0 -0.1
H 0.964 -4.596 -4.264 0.0 0.2 -0.2
H 1.917 -5.895 -5.017 0.0 0.0 0.0
C -9.417 1.705 -0.987 -0.3 0.3 -0.1
C -10.097 0.780 0.000 0.4 0.0 0.4
O -10.325 -0.428 -0.738 -0.1 0.2 -0.3
S -9.135 -0.632 -1.804 0.2 0.4 0.2
O -8.184 -1.515 -1.245 -0.1 1.3 -1.2
O -9.715 -0.842 -3.082 -0.1 -0.2 0.0
O -8.545 0.859 -1.736 -0.1 -0.2 0.2
H -10.138 2.152 -1.675 0.0 0.0 0.0
H -8.850 2.491 -0.495 0.2 -0.1 -0.1
H -11.037 1.182 0.370 -0.1 -0.2 -0.1
H -9.443 0.546 0.842 0.0 0.1 0.0
C 3.449 4.851 -0.137 0.3 -0.4 -0.2
C 3.223 4.424 1.293 -0.5 0.0 0.1
O 4.166 5.209 2.053 0.3 0.1 -0.3
S 4.365 6.627 1.350 -0.3 -0.5 -0.1
O 3.541 7.585 1.996 0.2 0.3 0.0
O 5.756 6.846 1.165 0.1 0.2 0.2
O 3.700 6.266 -0.060 -0.1 0.1 0.3
H 4.332 4.371 -0.563 0.0 0.0 0.0
H 2.588 4.649 -0.769 0.0 0.2 0.0
H 3.394 3.362 1.444 0.1 0.1 0.2
H 2.217 4.678 1.628 0.0 -0.1 0.0
```
Positions in Å, forces in eV/Å.

Results of the Löwdin charge analysis, in e, for atoms 1 through 5: -0.18, -0.77, 0.91, -0.47, 0.21

[4]
# C10H18FN2O2

The ion C10H18FN2O2 with charge +1 (wB97M-V/def2-TZVPD, the OMol25 dataset).

Results
SMILES	CCCC[C@H]1C[NH2+]C[C@H]1C(=O)NC(=O)F
E_LUMO	-3.3	eV
frontier orbital gap	0.3981	Ha
energy	-751.475848	a.u.
2S+1	1
charge	+1
molecular weight	217.26	Da

XYZ file:
```
33
Properties=species:S:1:pos:R:3:forces:R:3
C 3.187 -0.752 0.505 0.0 0.0 0.1
C 3.213 0.766 0.358 0.1 -0.1 -0.2
C 2.214 1.327 -0.657 -0.1 0.1 0.2
C 0.760 1.365 -0.139 -0.1 -0.1 -0.2
C -0.265 0.547 -0.949 -0.2 0.1 0.2
C 0.259 -0.828 -1.422 0.2 0.0 -0.2
N -0.517 -1.882 -0.632 0.1 0.5 0.1
C -1.045 -1.127 0.563 0.2 0.0 -0.3
C -1.530 0.120 -0.168 -0.1 -0.1 -0.1
C -2.254 1.158 0.679 0.0 -0.2 -0.6
O -1.733 2.104 1.183 0.2 0.3 0.2
N -3.645 0.965 0.768 0.0 -0.3 0.7
C -4.137 -0.354 0.806 -0.2 0.2 0.0
O -4.350 -1.066 -0.108 0.3 -0.2 0.0
F -4.324 -0.755 2.074 -0.2 0.1 -0.2
H 2.279 -1.111 1.004 0.0 0.0 -0.1
H 4.022 -1.094 1.115 0.0 0.0 0.0
H 3.286 -1.245 -0.466 0.0 0.0 0.0
H 4.217 1.055 0.044 0.0 0.0 0.0
H 3.040 1.240 1.326 0.0 0.0 0.0
H 2.515 2.347 -0.894 0.0 0.0 0.0
H 2.298 0.780 -1.602 0.0 0.0 0.0
H 0.725 1.070 0.913 0.1 -0.1 0.0
H 0.410 2.393 -0.148 -0.1 0.0 0.1
H -0.603 1.144 -1.795 0.2 -0.1 -0.2
H 0.133 -1.004 -2.487 -0.2 -0.1 0.0
H 1.307 -0.988 -1.192 0.0 0.1 0.1
H -1.314 -2.202 -1.182 0.1 -0.3 0.0
H 0.083 -2.667 -0.385 -0.1 -0.1 0.0
H -0.173 -0.897 1.172 -0.1 -0.1 0.2
H -1.771 -1.722 1.110 0.0 0.0 -0.1
H -2.259 -0.235 -0.904 -0.1 0.1 0.0
H -4.028 1.547 1.508 0.0 0.0 0.0
```
Positions in Å, forces in eV/Å.

Results of the natural (NBO) charge analysis, in e, for atoms 1 through 5: -0.61, -0.40, -0.41, -0.42, -0.20

Per-record strongest force on any atom, eV/A: 2.2, 1.9, 2.8, 0.7